Entry from OMol25: a cluster of 2 separate species, CH3F2OP in total (ωB97M-V with the def2-TZVPD basis set).

Computed properties:
Total charge: 0
Orbital gap (eV): 8.99
E_tot (Ha): -656.1443
Largest force on an atom (eV/Å): 4.13
Energy above the lowest of the compared OMol25 structures with the same formula, charge and spin (kcal per mole): 99.4
HOMO energy (Ha): -0.3123

Structure (XYZ):
```
8
CH3F2OP (ωB97M-V with the def2-TZVPD basis set)
H 2.189 -0.177 -0.219
C 1.320 0.193 0.315
H -1.266 -0.916 1.142
P -0.847 -1.066 -0.124
F 1.077 1.344 -0.404
F 1.313 0.388 1.669
H -1.976 0.125 -1.688
O -1.810 0.109 -0.691
```

Population analysis type natural (NBO), resulting atomic charges in e:
1. H 0.146
2. C 0.411
3. H -0.090
4. P 0.723
5. F -0.370
6. F -0.345
7. H 0.511
8. O -0.986

Entry from OMol25: a cluster of 9 separate species, C32H68N4O9 in total (ωB97M-V with the def2-TZVPD basis set).

Computed properties:
Total charge: 0
Orbital gap (eV): 8.90
E_tot (Ha): -2156.1541
Largest force on an atom (eV/Å): 2.15
SMILES string: CN(C)C=O.CN(C)C=O.CN(C)C=O.CN(C)C=O.C1CCOC1.C1CCOC1.C1CCOC1.C1CCOC1.C1CCOC1
Energy above the lowest of the compared OMol25 structures with the same formula, charge and spin (kcal per mole): 20.0
HOMO energy (Ha): -0.3179

Structure (XYZ):
```
113
C32H68N4O9 (ωB97M-V with the def2-TZVPD basis set)
H 2.959 1.312 0.272
C 2.797 -2.505 -3.708
C -1.822 0.705 -0.846
O -0.731 7.283 -0.223
H 3.919 2.812 -6.142
H 1.198 -0.208 -1.002
C -1.781 -3.724 0.308
H -3.906 -3.087 2.769
H 3.151 1.037 -3.106
C 0.400 3.689 2.021
H 1.182 -0.770 -5.702
H -7.483 -2.343 0.082
O 2.889 4.908 -3.097
H 2.721 0.688 2.605
H -0.261 0.926 -2.408
N -6.014 -2.598 -1.381
C -6.396 -2.402 0.009
H -0.111 3.203 -0.734
H 4.347 -2.387 0.977
C -0.374 -0.384 0.516
H 0.064 -3.061 -4.015
O -0.219 -0.658 4.897
H 0.322 -0.738 -4.145
H -5.991 -4.689 -1.434
H -1.197 -0.496 -2.547
H 3.407 -0.648 -1.180
H -0.255 -3.180 1.760
H -2.660 0.005 -0.729
H -2.226 1.695 -1.046
C 3.522 -1.757 0.630
H 3.544 4.744 -4.992
H -5.932 -1.511 0.418
C 0.967 -1.336 4.478
O 2.383 -1.173 -4.067
H 2.116 -4.383 -4.288
H -2.041 4.186 0.454
H 0.819 -1.915 7.710
H -0.059 2.835 1.508
O -5.173 -0.510 -1.617
H -2.682 4.241 -1.218
C -0.325 4.757 4.041
C -2.941 -2.917 2.289
H 0.514 2.537 5.170
C 0.266 2.383 4.120
C -0.770 0.177 -1.797
C 2.985 2.101 -2.965
H -1.417 -1.033 6.561
H 2.452 -2.660 -2.675
O -1.187 0.743 0.438
H 0.439 -0.261 1.238
O 2.856 -1.196 1.763
H -0.661 1.806 4.147
O -0.715 4.796 5.188
C 3.295 4.258 -4.038
H -6.107 -3.922 -2.995
H 1.061 4.206 -1.508
C -3.075 -3.034 0.764
C 0.193 -0.618 -0.894
H 1.612 -0.776 3.813
H 0.752 6.366 -1.348
H -7.527 -3.971 -1.964
H -3.252 -2.038 0.350
C 0.454 -2.055 6.691
H 0.165 -2.916 -5.722
C -0.217 6.351 -0.817
H 4.359 -0.035 2.596
H -0.209 3.675 -2.479
H 0.686 -2.266 3.960
H 0.145 4.622 1.528
H -2.616 -1.909 2.583
C -0.016 4.019 -1.457
H 2.686 -3.358 -5.619
H 3.378 2.452 -2.009
H 4.574 1.374 0.619
C 4.023 2.259 -5.205
H -2.659 5.682 -0.214
O -2.002 -3.895 2.647
C -6.443 -3.843 -1.959
H -2.042 -4.660 -0.187
H 3.873 -2.675 -3.677
H -1.180 -3.162 -0.406
N -0.804 5.135 -0.972
H 3.553 1.296 -5.401
H 0.031 0.046 6.802
H 1.035 1.765 3.662
N 0.097 3.633 3.428
H -0.252 5.658 3.424
H -5.129 -1.967 -3.083
H 0.206 -1.671 -1.177
N 3.382 2.920 -4.084
H 2.353 -1.190 6.172
H 1.897 2.199 -2.840
H -3.926 -3.670 0.527
H 4.998 -0.663 -0.505
C -5.392 -1.610 -2.075
C 3.944 -0.557 -0.236
H -0.905 -1.282 0.863
H -6.037 -3.253 0.590
C -2.109 4.776 -0.462
C -1.020 -3.951 1.623
H 2.255 -2.792 5.662
H 5.100 2.149 -5.053
H -0.572 -4.942 1.665
C -0.374 -0.842 6.308
C 1.630 -1.901 5.748
C 3.418 0.072 2.045
C 0.733 -2.724 -4.810
C 2.083 -3.371 -4.708
H 1.464 3.516 1.786
H 2.755 -2.397 0.192
C 1.124 -1.216 -4.709
C 3.749 0.660 0.668
H -0.083 -2.996 6.585
```

Atomic partial charges in e from the Löwdin method, atoms 1 to 99:
1. H 0.093
2. C -0.203
3. C -0.165
4. O 0.008
5. H 0.085
6. H 0.089
7. C -0.148
8. H 0.120
9. H 0.068
10. C -0.069
11. H 0.118
12. H 0.095
13. O 0.009
14. H 0.093
15. H 0.089
16. N -0.199
17. C -0.049
18. H 0.066
19. H 0.118
20. C -0.200
21. H 0.108
22. O -0.150
23. H 0.089
24. H 0.088
25. H 0.099
26. H 0.077
27. H 0.102
28. H 0.101
29. H 0.111
30. C -0.178
31. H 0.135
32. H 0.087
33. C -0.185
34. O -0.163
35. H 0.121
36. H 0.084
37. H 0.113
38. H 0.071
39. O 0.011
40. H 0.087
41. C -0.346
42. C -0.206
43. H 0.093
44. C -0.038
45. C -0.153
46. C -0.037
47. H 0.121
48. H 0.109
49. O -0.138
50. H 0.114
51. O -0.174
52. H 0.095
53. O 0.013
54. C -0.350
55. H 0.084
56. H 0.064
57. C -0.159
58. C -0.125
59. H 0.080
60. H 0.138
61. H 0.090
62. H 0.097
63. C -0.175
64. H 0.111
65. C -0.333
66. H 0.126
67. H 0.090
68. H 0.113
69. H 0.073
70. H 0.122
71. C -0.083
72. H 0.122
73. H 0.089
74. H 0.112
75. C -0.052
76. H 0.089
77. O -0.126
78. C -0.071
79. H 0.106
80. H 0.124
81. H 0.082
82. N -0.187
83. H 0.080
84. H 0.121
85. H 0.066
86. N -0.177
87. H 0.135
88. H 0.133
89. H 0.091
90. N -0.178
91. H 0.111
92. H 0.078
93. H 0.085
94. H 0.109
95. C -0.338
96. C -0.157
97. H 0.089
98. H 0.075
99. C -0.047

Entry from OMol25: a structure of composition C18H32IrN4S4 (ωB97M-V with the def2-TZVPD basis set).

Computed properties:
Total charge: -1
Orbital gap (spin up / spin down) (eV): 6.23 / 4.64
E_tot (Ha): -2621.1432
Largest force on an atom (eV/Å): 1.77
2S+1: 5
Energy above the lowest of the compared OMol25 structures with the same formula, charge and spin (kcal per mole): 37.3
HOMO energy (spin up / spin down) (Ha): -0.1302 / -0.1212

Structure (XYZ):
```
59
C18H32IrN4S4 (ωB97M-V with the def2-TZVPD basis set)
H -3.634 -0.202 1.743
C 2.983 -1.591 -2.611
H -2.863 2.032 3.095
C 1.712 -0.899 -0.659
C 3.828 -2.089 -0.454
H -0.766 -0.847 2.522
C 2.590 -0.498 2.529
H -3.746 1.688 -1.605
H -2.033 -0.206 3.566
H 3.464 -2.332 1.925
H 2.298 -0.748 3.559
C 4.005 -2.095 -1.827
C -2.699 -0.760 1.628
H 4.583 -2.537 0.186
H -1.332 -0.506 0.125
H 0.460 -2.234 1.557
H 1.268 -2.871 3.012
H -0.401 0.987 -3.924
H 3.070 -1.636 -3.694
H -1.000 -1.204 -1.873
N -2.296 -0.812 0.228
N -2.163 2.044 -0.232
N -1.163 1.146 2.185
H -3.813 1.650 0.968
C -2.821 1.222 -1.244
H -3.383 3.344 0.906
C -3.180 -0.200 -0.754
H -4.192 -0.204 -0.337
H -3.232 -0.825 -1.651
C 1.831 -1.017 -2.069
H -1.828 2.901 -0.655
H 1.921 0.271 2.155
N 0.670 -0.173 -0.073
C 2.699 -1.540 0.147
C -1.631 -0.192 2.545
C 0.738 -0.648 -3.073
C -0.543 -1.458 -2.829
S 3.548 3.225 0.369
H 4.901 -2.506 -2.275
C -2.166 2.199 2.264
H 1.506 -3.642 1.428
S -0.145 4.046 0.570
C 0.431 0.847 -3.222
H 1.298 1.394 -3.606
Ir 0.375 1.680 0.149
H -2.912 -1.763 2.009
H -1.275 -1.271 -3.625
C 1.377 -2.680 1.937
C -2.969 2.337 0.954
H -2.135 1.157 -2.090
H -1.644 3.132 2.447
C 2.574 -1.762 1.653
H 0.162 1.300 -2.271
S 2.393 2.111 -0.798
H -0.375 1.374 2.776
H 3.591 -0.058 2.558
H -0.326 -2.531 -2.811
S 1.256 5.424 0.600
H 1.137 -0.976 -4.034
```

Population analysis type natural (NBO), resulting atomic charges in e:
1. H 0.165
2. C -0.201
3. H 0.168
4. C 0.125
5. C -0.203
6. H 0.219
7. C -0.605
8. H 0.163
9. H 0.164
10. H 0.186
11. H 0.186
12. C -0.264
13. C -0.212
14. H 0.191
15. H 0.423
16. H 0.221
17. H 0.188
18. H 0.187
19. H 0.191
20. H 0.222
21. N -0.696
22. N -0.660
23. N -0.637
24. H 0.185
25. C -0.232
26. H 0.201
27. C -0.221
28. H 0.175
29. H 0.194
30. C -0.040
31. H 0.410
32. H 0.224
33. N -0.720
34. C -0.036
35. C -0.229
36. C -0.229
37. C -0.602
38. S -0.130
39. H 0.197
40. C -0.241
41. H 0.203
42. S -0.389
43. C -0.612
44. H 0.213
45. Ir 0.560
46. H 0.178
47. H 0.188
48. C -0.603
49. C -0.238
50. H 0.212
51. H 0.233
52. C -0.224
53. H 0.218
54. S -0.092
55. H 0.392
56. H 0.212
57. H 0.206
58. S -0.273
59. H 0.187

Entry from OMol25: a cluster of 7 separate species, C30H46NO29S7 in total (ωB97M-V with the def2-TZVPD basis set).

Computed properties:
Total charge: +1
Orbital gap (eV): 6.98
E_tot (Ha): -6194.3913
Largest force on an atom (eV/Å): 3.18
HOMO energy (Ha): -0.4072

Structure (XYZ):
```
113
C30H46NO29S7 (ωB97M-V with the def2-TZVPD basis set)
S 0.388 -5.981 2.444
O 0.778 -7.320 2.742
H 4.809 5.979 -6.913
H -0.772 6.348 -9.342
O 5.425 0.040 -5.130
O -2.824 6.317 -9.001
O 2.979 -3.471 -0.004
O -5.405 2.092 6.367
C -1.137 -5.613 3.348
C 4.053 5.865 -6.141
O -5.288 -2.076 0.324
H -3.065 -5.997 2.525
H -1.798 6.970 -10.655
H -7.692 0.915 1.873
O 1.044 7.583 -6.271
C 2.946 -4.174 -2.232
H 2.190 -5.316 -0.542
H -3.665 -2.055 1.908
H 2.308 -4.418 -3.078
O -6.547 -0.367 -0.921
O 1.826 5.317 -5.721
C 4.885 -1.640 2.313
C 4.602 -0.067 -3.962
C 3.938 -3.287 4.298
N -1.753 -1.840 2.805
H -1.047 9.012 -9.566
H -3.313 3.193 4.953
C 2.634 -1.375 5.366
H -5.146 3.905 7.305
H -0.872 -4.845 4.083
O 5.086 -2.367 -0.605
S 3.688 -2.277 -0.807
C -2.767 -2.665 2.073
C -3.487 3.380 6.015
O -2.996 8.725 -8.902
C 0.059 -0.429 4.178
O -3.978 0.177 5.805
S -3.946 7.440 -8.745
C 3.463 -4.269 5.359
O -4.175 0.009 -0.443
H -8.216 -0.783 0.207
O 1.836 7.048 -3.983
H -1.225 8.291 -7.950
H 5.962 -3.293 1.541
O 3.361 -2.801 -2.293
H 2.437 -0.084 -3.768
H 3.195 -1.447 6.308
H 1.724 -1.973 5.502
H 3.447 -5.266 4.905
H 4.110 -4.295 6.244
C 2.926 4.952 -6.567
H -2.654 -3.706 3.990
C 3.212 -0.349 -4.483
O -4.385 0.775 8.177
O 4.624 -0.392 -7.408
H -4.123 -4.090 3.071
C 2.227 -4.292 -0.905
O 0.174 -5.820 0.854
O 3.421 7.124 -5.868
S 1.907 6.885 -5.388
S -5.313 -0.681 0.041
O 3.104 0.452 -5.665
H 3.171 3.901 -6.444
H 1.211 -3.892 -0.967
C -1.271 -0.363 4.556
S -4.200 1.147 6.828
O -4.859 7.428 -9.829
H -2.364 -3.025 1.127
H -5.519 4.013 5.571
C 1.080 0.358 4.987
O 2.385 0.007 5.048
O 0.697 1.369 5.542
H 3.099 -1.397 -4.768
H -1.593 0.227 5.405
H 4.970 -0.857 -3.311
C -4.966 3.460 6.326
H 5.231 -0.963 1.539
C -7.661 0.092 -0.139
H -0.578 -6.373 0.582
O 4.820 1.940 -6.581
C -3.050 -3.903 2.988
H -2.068 -5.093 1.400
H -2.946 4.272 6.317
H 1.527 -1.204 2.823
H -6.711 1.839 0.713
C -2.167 -1.102 3.831
C 4.804 -3.765 3.333
H 2.635 5.139 -7.604
H -3.213 -1.092 4.125
O 2.958 -1.080 -0.589
H -0.167 -2.511 1.560
C -1.662 6.928 -9.572
O 1.409 -5.054 2.827
H -1.357 -6.513 3.928
C 3.551 -1.962 4.295
H 2.426 -4.044 5.639
H 3.839 -4.801 -2.258
C 0.470 -1.184 3.081
S 4.546 0.564 -6.367
O -4.373 7.342 -7.398
C 4.046 -1.156 3.282
C 5.297 -2.965 2.332
H -8.315 0.720 -0.738
C -0.484 -1.897 2.399
O -5.859 0.076 1.346
H 5.104 -4.810 3.374
O -3.029 2.237 6.752
C -2.334 -5.182 2.457
H 4.524 5.513 -5.221
C -7.031 0.840 1.014
H 3.783 -0.104 3.196
C -1.624 8.313 -8.966
H 4.641 0.887 -3.431
```

Atomic partial charges in e from the Löwdin method, atoms 1 to 99:
1. S 0.590
2. O -0.261
3. H 0.139
4. H 0.132
5. O -0.176
6. O -0.190
7. O -0.188
8. O -0.180
9. C -0.188
10. C -0.157
11. O -0.237
12. H 0.120
13. H 0.133
14. H 0.139
15. O -0.228
16. C -0.143
17. H 0.127
18. H 0.100
19. H 0.141
20. O -0.173
21. O -0.189
22. C -0.093
23. C -0.161
24. C -0.234
25. N -0.032
26. H 0.137
27. H 0.134
28. C -0.097
29. H 0.139
30. H 0.101
31. O -0.211
32. S 0.583
33. C -0.062
34. C -0.152
35. O -0.185
36. C -0.057
37. O -0.250
38. S 0.604
39. C -0.032
40. O -0.208
41. H 0.138
42. O -0.214
43. H 0.124
44. H 0.108
45. O -0.205
46. H 0.137
47. H 0.151
48. H 0.126
49. H 0.078
50. H 0.093
51. C -0.161
52. H 0.110
53. C -0.172
54. O -0.187
55. O -0.205
56. H 0.124
57. C -0.171
58. O -0.171
59. O -0.185
60. S 0.603
61. S 0.591
62. O -0.186
63. H 0.113
64. H 0.127
65. C 0.069
66. S 0.613
67. O -0.217
68. H 0.129
69. H 0.139
70. C -0.393
71. O 0.017
72. O 0.161
73. H 0.128
74. H 0.120
75. H 0.120
76. C -0.149
77. H 0.108
78. C -0.149
79. H 0.103
80. O -0.228
81. C -0.122
82. H 0.091
83. H 0.143
84. H 0.130
85. H 0.138
86. C 0.008
87. C -0.037
88. H 0.135
89. H 0.138
90. O -0.220
91. H 0.153
92. C -0.167
93. O -0.276
94. H 0.113
95. C -0.170
96. H 0.068
97. H 0.141
98. C 0.080
99. S 0.610